Entry 1:
# C2H4N2O2

One molecule with the formula C2H4N2O2 (ωB97M-V/def2-TZVPD, OMol25).

Summary:
frontier orbital gap: 10.86 eV
energy: -9214.6040 eV
SMILES: NC(=O)/N=C/O
LUMO: 0.81 eV
2S+1: 1
HOMO energy: -10.051 eV

XYZ file:
```
10
Properties=species:S:1:pos:R:3:forces:R:3:mulliken_charge:R:1
N 1.9556 0.2395 -0.0269 0.0 0.0 0.0 -0.3801
C 0.7872 -0.3541 0.3264 0.1 -0.1 0.2 0.5982
O 0.6879 -1.1488 1.2446 0.1 0.2 -0.3 -0.5963
N -0.2821 0.0693 -0.5120 -0.5 -0.1 0.3 -0.5478
C -1.4145 -0.0859 0.0495 0.3 0.0 0.0 0.1828
O -2.5640 0.2497 -0.5266 0.1 0.0 -0.2 -0.4510
H 2.7191 0.1591 0.6191 0.1 0.0 0.0 0.2355
H 1.9478 0.9911 -0.6949 0.0 -0.1 0.1 0.2320
H -2.3739 0.5784 -1.4228 0.0 -0.1 0.2 0.3612
H -1.5338 -0.5062 1.0506 -0.1 0.1 -0.2 0.3656
```
Positions in Å, forces in eV/Å.

=====

Entry 2:
# CH2NO2S

A 2-piece molecular cluster, CH2NO2S overall at a distorted geometry (ωB97M-V/def2-TZVPD, OMol25).

Summary:
charge: -1
frontier orbital gap (alpha / beta): 7.60 / 5.43 eV
energy: -17487.6591 eV
LUMO (alpha / beta): 4.33 / 3.77 eV
2S+1: 1
HOMO energy (alpha / beta): -3.265 / -1.656 eV

XYZ file:
```
7
Properties=species:S:1:pos:R:3:forces:R:3:mulliken_charge:R:1
C 1.1969 -0.0570 0.3115 0.6 0.2 0.0 -0.1865
N 1.6420 0.1780 -0.8459 -1.3 -0.3 0.3 -0.4785
O -2.2308 0.6958 -0.3411 -0.7 1.4 0.2 -0.4368
O -2.6681 -1.5457 0.7979 1.6 2.1 -1.7 -0.5649
S -1.8175 -0.6719 -0.1452 -0.3 -3.5 1.5 0.3970
H 1.6474 0.4167 1.2626 -0.5 0.0 -0.8 0.1009
H 2.2301 0.9840 -1.0398 0.6 0.1 0.5 0.1688
```
Positions in Å, forces in eV/Å.

=====

Entry 3:
# C49H53N9OP3SV

C49H53N9OP3SV as an isolated structure at a distorted geometry (ωB97M-V/def2-TZVPD, OMol25).

Summary:
charge: -1
frontier orbital gap (alpha / beta): 4.81 / 5.43 eV
energy: -131520.2166 eV
LUMO (alpha / beta): 1.92 / 1.92 eV
2S+1: 4
<S²>: 3.769
HOMO energy (alpha / beta): -2.882 / -3.512 eV

XYZ file:
```
117
Properties=species:S:1:pos:R:3:forces:R:3:mulliken_charge:R:1
V -1.4042 0.5188 0.1057 -1.3 -1.8 0.2 -1.1686
C -5.4255 1.1702 -0.7352 0.2 -0.2 -1.6 -0.5875
N -4.3391 1.6991 -1.6107 0.9 0.0 -0.3 0.5079
C -4.3590 2.7684 -2.4972 -0.4 0.9 0.5 -0.6671
C -3.0815 2.9627 -3.0009 -1.9 -0.9 0.3 -0.7029
N -2.3199 1.9295 -2.5815 0.6 -0.1 0.9 -0.1089
C -3.0546 1.2116 -1.7182 -0.3 -0.3 -2.0 -1.0053
P -4.0030 0.7567 2.7559 -0.2 -0.6 1.4 -0.7074
C -3.2574 -0.7792 2.2019 1.0 -1.1 -0.9 -0.2935
N -2.2006 -0.8449 1.3400 -1.7 -0.8 1.9 1.0762
C -1.8440 -2.1555 1.2388 1.1 -0.6 -0.9 -0.8200
C -2.6688 -2.9258 1.9767 1.0 -0.9 -0.2 -0.8837
N -3.5754 -2.0955 2.5645 -0.2 1.3 0.7 0.3625
C -4.5157 -2.5087 3.5999 -0.1 0.7 0.3 -0.9876
C -2.7189 1.8740 2.2121 1.3 2.4 -0.4 -0.3277
N -2.3011 2.0661 0.9298 -1.0 1.5 1.1 0.7934
C -1.9265 3.3962 0.7629 0.4 -0.7 0.3 -0.7886
C -1.9034 3.9873 1.9878 0.5 0.1 -0.8 -0.9551
N -2.3438 3.0696 2.9126 -0.4 -1.1 0.0 0.2907
C -2.0838 3.2294 4.3609 -0.8 -0.3 -0.5 -0.8523
H -6.2956 1.8143 -0.8257 0.1 0.2 0.1 0.4320
H -5.6682 0.1509 -1.0577 0.0 0.4 -0.1 0.2455
H -5.1093 1.0704 0.2803 0.4 0.4 0.7 -0.0205
H -5.2734 3.3320 -2.6223 0.1 0.0 0.0 0.4136
H -2.7565 3.6451 -3.7661 0.0 0.2 0.1 0.4770
H -0.9900 -2.4599 0.5992 -0.8 0.1 0.5 0.6063
H -2.5454 -3.9873 2.1803 -0.6 0.3 0.0 0.4721
H -4.7224 -3.5861 3.5599 -0.1 0.4 -0.5 0.3332
H -4.1541 -2.3285 4.6346 0.1 0.2 -0.6 0.3313
H -5.4088 -1.8850 3.4497 0.0 -0.6 0.2 0.3089
H -1.6757 3.7704 -0.2332 0.0 -0.2 0.5 0.7257
H -1.4570 4.9469 2.2155 -0.4 -0.1 0.3 0.4053
H -2.8803 2.7092 4.9082 0.2 0.2 -0.1 0.3417
H -1.1248 2.7765 4.6590 -0.2 0.2 -0.3 0.1961
H -2.0930 4.3062 4.5976 0.0 -0.5 -0.1 0.3529
C 7.3049 2.7882 2.3610 0.9 -1.3 -0.9 -0.8706
S 5.8448 3.3328 1.4610 0.0 0.8 0.3 -0.0403
C 5.4408 1.9248 0.4441 0.8 -1.8 -1.3 -1.1320
C 4.2652 1.0791 0.9584 1.9 0.7 2.0 0.9528
C 2.9815 1.8385 0.8378 -0.4 -0.4 -0.4 -1.1530
N 1.8559 0.8956 0.7270 -0.9 0.8 -0.2 0.3122
P 1.3243 -0.1546 2.0608 -1.4 1.7 -0.9 0.0804
C 2.3314 0.3237 3.5020 0.0 0.4 -0.3 0.1129
C 3.4570 -0.4090 3.8390 1.1 0.3 0.7 -0.2916
C 4.2666 -0.0298 4.9422 -1.1 0.1 -1.3 -0.5840
C 3.8506 1.0633 5.6919 0.6 -0.6 0.5 -0.6336
C 2.6739 1.7528 5.3939 0.1 0.4 0.3 -0.5300
C 1.9393 1.4454 4.2643 0.4 -0.9 -0.2 -0.5847
C 1.8719 -1.8185 1.7267 1.3 -0.4 -1.1 0.7237
C 1.4200 -2.8162 2.5531 0.0 -0.4 1.2 -0.4388
C 1.8844 -4.1325 2.4021 -0.9 -0.1 0.5 -0.7881
C 2.6317 -4.4556 1.3031 0.5 -0.5 -0.8 -0.5704
C 3.0132 -3.4623 0.3871 -0.1 -1.7 0.7 -0.9680
C 2.7166 -2.1765 0.6464 -0.8 1.8 0.5 0.5064
P 0.6262 1.1474 -0.5548 1.7 -0.7 -0.5 1.6991
C 1.3239 0.0395 -1.8655 -1.1 0.2 0.3 -0.2149
C 2.6386 0.2302 -2.2130 1.4 0.7 -0.1 -0.1958
C 3.2679 -0.6183 -3.1147 -1.1 -0.5 -0.1 -0.8789
C 2.4987 -1.6471 -3.6938 0.5 0.0 0.1 -0.8391
C 1.1522 -1.7966 -3.3898 -0.4 -0.3 -0.1 -0.3853
C 0.5376 -0.9450 -2.4766 1.1 0.6 0.5 0.2209
C 0.8409 2.7483 -1.3833 0.4 0.3 0.4 0.7346
C 1.1568 3.9294 -0.6899 0.3 0.0 0.1 0.2813
C 1.6494 5.0385 -1.3778 -0.1 -0.6 -0.2 -0.7591
C 1.7805 4.9693 -2.7647 -0.5 -0.4 -0.1 -0.7344
C 1.2481 3.8722 -3.4718 -0.1 -0.1 0.6 -1.0084
C 0.7166 2.7437 -2.7772 1.1 2.0 -0.6 -0.7218
H 7.8108 3.6178 2.8171 -0.1 0.7 0.2 0.3727
H 8.0496 2.3924 1.6142 -0.7 0.1 0.7 0.2633
H 7.1287 2.0396 3.1476 -0.2 0.1 -0.4 0.2307
H 6.3598 1.2744 0.3063 -0.9 0.8 0.4 0.5656
H 5.2023 2.2458 -0.5911 0.1 0.3 0.5 0.3454
H 4.4679 0.9872 2.0739 -0.2 -0.4 -1.3 -0.2822
H 4.2593 0.0838 0.5159 -0.1 0.2 -0.2 -0.2295
H 3.0076 2.5428 -0.0274 -0.2 -0.7 0.5 0.6593
H 2.8742 2.4566 1.7298 -0.1 0.3 0.0 0.2354
H 3.8005 -1.1961 3.1657 -0.2 0.0 0.4 0.4188
H 5.2106 -0.5471 5.0967 -0.2 0.1 0.3 0.4401
H 4.4832 1.3223 6.5444 -0.4 0.2 -0.1 0.3503
H 2.3444 2.5397 6.0711 0.1 0.0 -0.3 0.4167
H 1.0804 2.0283 3.9408 0.0 -0.1 0.2 0.4688
H 0.7985 -2.5397 3.4187 0.1 -0.3 -0.5 0.3679
H 1.5754 -4.9208 3.1030 0.1 0.5 -0.3 0.3794
H 2.9490 -5.4874 1.1079 -0.2 0.4 0.2 0.3258
H 3.5220 -3.7675 -0.4948 0.6 0.0 -0.6 0.5129
H 3.1071 -1.3917 0.0249 -0.2 0.1 -0.4 -0.2380
H 3.1714 1.1107 -1.7901 -0.2 -0.8 -0.3 0.3720
H 4.3010 -0.5048 -3.3753 0.4 0.1 -0.1 0.4932
H 2.9682 -2.3633 -4.3706 -0.1 0.3 0.1 0.3429
H 0.5568 -2.5901 -3.8601 0.3 0.3 0.2 0.4706
H -0.4973 -1.0192 -2.2036 -0.6 -0.4 -0.2 0.2297
H 1.0965 3.9563 0.4123 0.1 -0.1 -0.6 0.4818
H 2.0075 5.9011 -0.8368 -0.1 0.1 0.1 0.4499
H 2.2517 5.7939 -3.2966 -0.1 -0.2 0.0 0.3872
H 1.3130 3.9300 -4.5668 -0.3 -0.4 0.5 0.4074
H 0.2617 1.9253 -3.3105 0.1 -0.2 0.0 0.5357
O -4.5041 -1.1661 -1.9618 0.7 -0.6 0.0 -0.8256
C -3.2666 -1.1712 -1.8770 1.4 -0.1 -1.1 -0.5686
N -2.5933 -0.0069 -1.3002 -0.5 -0.9 0.2 1.9012
C -1.3168 -4.8000 -1.9115 0.4 -0.1 -1.1 -1.1007
C -2.4489 -4.4586 -2.8480 0.0 0.3 -0.7 0.6635
C -3.0903 -5.5022 -3.5149 -0.5 1.3 -0.3 -0.7475
C -4.0736 -5.2092 -4.4736 0.0 -2.1 0.4 -0.6557
C -4.2893 -3.9199 -4.8814 -1.0 0.9 -1.3 -0.5275
C -3.6998 -2.8465 -4.2361 1.5 -1.2 0.7 0.9455
C -3.6389 -1.5004 -4.8206 -1.6 1.1 -1.6 -1.4848
C -2.8333 -3.0983 -3.1095 -1.4 -1.8 -1.1 -0.0863
N -2.3613 -2.0748 -2.3931 -0.3 2.1 2.4 0.1780
H -0.5038 -4.0613 -1.9653 -0.3 -0.1 0.1 0.0548
H -0.8891 -5.7997 -2.1913 -0.4 0.8 0.5 0.3975
H -1.7174 -4.7901 -0.9246 0.1 -0.2 1.1 0.1827
H -2.8246 -6.5229 -3.2862 0.0 -0.2 0.0 0.4114
H -4.6523 -6.0701 -4.8699 0.5 0.8 -0.1 0.2791
H -4.9300 -3.7170 -5.7937 0.7 -0.3 1.2 0.2718
H -3.6713 -1.5439 -5.9293 -0.2 -0.3 0.3 0.4494
H -2.6908 -1.0321 -4.6433 0.3 0.5 0.7 0.1757
H -4.4972 -0.8345 -4.5494 0.9 -0.3 0.2 0.2152
```
Positions in Å, forces in eV/Å.

=====

Here are the calculated energy relative to the best compared isomer or geometry (same formula, charge and spin) numbers, same order: 0.619 3.352 1.181 (eV).